1.
{
  "formula": "C2H6BiO3",
  "method": "ωB97M-V with the def2-TZVPD basis set",
  "spin_multiplicity": 2,
  "total_energy_ev": -14150.6841,
  "max_force_ev_per_a": 3.4,
  "charge": 0,
  "gap_ev": [6.763, 9.045],
  "symbols": ["O", "C", "H", "H", "Bi", "O", "H", "C", "O", "H", "H", "H"],
  "positions_angstrom": [[-1.706, 0.712, 2.298], [-1.605, -0.066, 1.155], [-2.568, -0.577, 0.918], [-0.865, -0.884, 1.327], [-1.294, 2.390, 1.307], [-1.281, 0.829, 0.043], [0.284, 0.170, -2.027], [1.846, -0.504, -0.992], [0.578, -0.712, -1.552], [2.657, -0.833, -1.668], [2.033, 0.558, -0.750], [1.922, -1.082, -0.060]],
  "forces_ev_per_angstrom": [[-0.37, -0.88, 1.19], [-0.37, -1.68, -1.18], [0.39, 0.43, 0.10], [-0.04, 0.74, -0.51], [0.41, 3.20, 0.03], [-0.09, -1.61, 0.37], [0.81, -2.86, 1.60], [0.80, 0.30, 0.23], [-1.16, 2.56, -1.78], [-0.25, 0.06, 0.19], [-0.09, -0.37, 0.01], [-0.05, 0.12, -0.25]]
}



2.
{
  "formula": "C2H6BrN",
  "method": "ωB97M-V with the def2-TZVPD basis set",
  "de_lowest_kj_mol": 101.19,
  "total_energy_ev": -73701.8501,
  "max_force_ev_per_a": 3.8,
  "smiles": "CN(C)Br",
  "charge": 0,
  "gap_ev": 9.540,
  "symbols": ["C", "C", "N", "Br", "H", "H", "H", "H", "H", "H"],
  "positions_angstrom": [[0.248, 1.265, -0.006], [0.244, -1.241, -0.093], [-0.319, 0.067, 0.650], [-2.222, 0.007, 0.533], [-0.247, 2.107, 0.341], [1.315, 1.313, 0.105], [-0.043, 1.313, -1.078], [1.171, -1.298, -0.672], [0.420, -1.873, 0.800], [-0.567, -1.660, -0.580]],
  "forces_ev_per_angstrom": [[-1.44, -1.38, -1.71], [-0.04, 0.72, 3.72], [1.99, -1.20, -1.55], [0.60, 0.25, -0.14], [-0.52, 1.75, 1.34], [0.37, -0.15, 0.25], [0.57, -0.36, 0.11], [-0.27, 1.23, -0.01], [0.02, -0.03, -0.60], [-1.29, -0.83, -1.42]]
}



3.
{
  "formula": "C2H6BrN3",
  "method": "ωB97M-V with the def2-TZVPD basis set",
  "de_lowest_kj_mol": 477.49,
  "total_energy_ev": -76660.4481,
  "max_force_ev_per_a": 5.9,
  "charge": 2,
  "gap_ev": [4.782, 4.716],
  "symbols": ["C", "C", "N", "N", "N", "Br", "H", "H", "H", "H", "H", "H"],
  "positions_angstrom": [[-1.569, 0.284, 0.581], [1.652, -1.218, -1.172], [2.289, -0.354, -1.891], [-2.113, 0.849, 1.659], [-0.273, 0.228, 0.424], [1.700, -2.663, -0.195], [-2.285, -0.122, -0.141], [1.811, 0.561, -1.985], [3.092, -0.583, -2.379], [-3.162, 0.952, 1.761], [-1.381, 1.346, 2.176], [0.241, 0.721, 1.162]],
  "forces_ev_per_angstrom": [[-0.63, -0.11, -0.14], [1.07, 1.49, 0.76], [-5.00, -0.75, 3.02], [-0.07, 0.06, -0.76], [0.29, -0.45, -0.42], [-0.22, 0.71, -0.94], [0.51, -0.14, 0.01], [0.48, -0.13, -0.29], [2.53, -0.60, -1.57], [2.03, 0.06, 0.08], [-1.46, 0.13, 0.70], [0.46, -0.26, -0.44]]
}



4.
{
  "formula": "C2H6BrNO",
  "method": "ωB97M-V with the def2-TZVPD basis set",
  "de_lowest_kj_mol": 364.99,
  "total_energy_ev": -75746.4964,
  "max_force_ev_per_a": 3.6,
  "charge": 0,
  "gap_ev": [8.957, 8.527],
  "symbols": ["C", "C", "N", "O", "Br", "H", "H", "H", "H", "H", "H"],
  "positions_angstrom": [[-1.214, -0.347, 0.894], [-0.557, -1.136, -0.114], [2.247, 0.819, -1.291], [2.326, 0.342, -0.109], [-0.306, -0.296, -1.818], [-0.529, -0.093, 1.730], [-1.463, 0.553, 0.444], [-1.998, -0.872, 1.295], [0.187, -1.992, -0.058], [2.283, 0.161, -1.997], [2.118, 1.754, -1.552]],
  "forces_ev_per_angstrom": [[2.76, 0.17, 1.09], [2.36, -1.62, -2.22], [1.02, -1.02, 1.74], [-0.14, 0.86, -0.06], [-1.00, -0.66, 0.22], [-0.18, -0.18, -0.28], [-1.09, 1.74, -0.51], [-2.29, -1.00, 1.05], [-1.35, 1.28, 0.44], [0.16, -1.35, -1.81], [-0.26, 1.78, 0.36]]
}



5.
{
  "formula": "C2H6BrP",
  "method": "ωB97M-V with the def2-TZVPD basis set",
  "de_lowest_kj_mol": 89.86,
  "total_energy_ev": -81502.2186,
  "max_force_ev_per_a": 0.4,
  "smiles": "CPCBr",
  "charge": 0,
  "gap_ev": 10.275,
  "symbols": ["C", "C", "P", "Br", "H", "H", "H", "H", "H", "H"],
  "positions_angstrom": [[-0.982, 0.387, 0.072], [1.675, -0.404, 0.331], [0.696, 1.165, 0.091], [3.553, -0.032, -0.028], [-1.249, 0.089, 1.086], [-1.020, -0.482, -0.584], [-1.702, 1.128, -0.266], [1.368, -1.208, -0.340], [1.613, -0.740, 1.368], [0.864, 1.177, -1.301]],
  "forces_ev_per_angstrom": [[0.16, 0.05, 0.05], [-0.04, 0.17, 0.04], [0.03, -0.38, 0.22], [-0.08, -0.08, 0.03], [-0.05, -0.01, 0.00], [-0.08, -0.02, 0.01], [-0.10, 0.01, -0.01], [0.08, 0.12, 0.10], [0.02, 0.04, -0.16], [0.07, 0.10, -0.27]]
}



6.
{
  "formula": "C2H6Cl2NPS",
  "method": "ωB97M-V with the def2-TZVPD basis set",
  "spin_multiplicity": 3,
  "de_lowest_kj_mol": 72.04,
  "total_energy_ev": -48826.3894,
  "max_force_ev_per_a": 7.0,
  "charge": 0,
  "gap_ev": [5.744, 7.105],
  "symbols": ["C", "C", "N", "P", "S", "Cl", "Cl", "H", "H", "H", "H", "H", "H"],
  "positions_angstrom": [[1.777, 0.915, 0.692], [1.818, 0.051, -0.549], [1.776, 0.443, -1.746], [-2.163, -0.639, -0.171], [-3.306, -1.014, 1.462], [-3.211, 0.932, -0.811], [-2.801, -1.995, -1.556], [1.240, 0.280, 1.366], [2.812, 1.053, 1.120], [1.436, 1.902, 0.690], [2.161, -1.013, -0.353], [-2.978, -2.295, 1.743], [1.440, 1.380, -1.885]],
  "forces_ev_per_angstrom": [[2.93, -1.37, 0.22], [0.12, -4.77, 5.06], [0.69, 3.67, -3.40], [2.01, -0.50, -0.83], [-1.54, -0.34, 1.60], [-0.60, 1.18, -0.15], [-0.17, -0.61, -0.32], [-0.45, 0.10, 0.75], [-0.60, -0.26, -0.17], [-1.24, 1.35, -0.69], [-0.68, 1.27, -0.16], [0.34, 0.28, -0.29], [-0.79, -0.01, -1.61]]
}



7.
{
  "formula": "C2H6Cl2OSi",
  "method": "ωB97M-V with the def2-TZVPD basis set",
  "de_lowest_kj_mol": 554.03,
  "total_energy_ev": -37139.7645,
  "max_force_ev_per_a": 2.1,
  "charge": 0,
  "gap_ev": 8.514,
  "symbols": ["C", "C", "O", "Si", "Cl", "Cl", "H", "H", "H", "H", "H", "H"],
  "positions_angstrom": [[-1.157, -0.623, -0.656], [3.972, 2.870, -0.859], [0.574, -0.013, 1.858], [0.482, -0.598, 0.317], [4.379, 1.540, -1.758], [1.562, -2.329, 0.200], [-1.149, 0.183, -1.363], [-1.612, -1.505, -1.230], [-1.911, -0.550, 0.102], [3.475, 2.340, -0.028], [1.275, 0.587, 2.136], [1.386, 0.422, -0.228]],
  "forces_ev_per_angstrom": [[-0.19, -2.10, 0.21], [-0.25, 0.14, 0.47], [-1.18, -0.58, 0.48], [0.99, 1.03, -0.64], [0.42, -0.60, -0.83], [-0.16, -0.47, 0.04], [-0.12, 0.76, 0.00], [1.59, 0.72, 0.77], [-0.72, 0.90, 0.47], [-0.18, 0.44, 0.36], [-0.23, -0.28, -0.43], [0.04, 0.04, -0.88]]
}



8.
{
  "formula": "C2H6Cl3N2O4Pd",
  "method": "ωB97M-V with the def2-TZVPD basis set",
  "spin_multiplicity": 3,
  "total_energy_ev": -54386.1491,
  "max_force_ev_per_a": 1.8,
  "charge": -1,
  "gap_ev": [7.817, 7.639],
  "symbols": ["Pd", "Cl", "Cl", "Cl", "C", "N", "O", "O", "H", "H", "H", "C", "N", "O", "O", "H", "H", "H"],
  "positions_angstrom": [[1.215, 2.074, 0.396], [0.526, 2.103, 2.703], [0.474, 4.035, -0.839], [3.662, 2.107, 0.288], [1.680, -2.047, -1.555], [1.100, -0.708, -1.816], [0.440, -0.582, -2.810], [1.307, 0.149, -0.979], [2.271, -2.023, -0.649], [2.242, -2.353, -2.427], [0.821, -2.697, -1.390], [-2.451, 0.002, 1.900], [-2.003, 0.044, 0.502], [-2.255, -0.899, -0.224], [-1.286, 0.977, 0.230], [-3.390, 0.539, 1.996], [-1.659, 0.324, 2.565], [-2.694, -1.045, 2.107]],
  "forces_ev_per_angstrom": [[0.37, 1.15, 0.34], [0.09, -0.07, -0.20], [0.13, -0.56, 0.34], [-0.60, -0.10, 0.06], [-0.34, -0.37, 0.35], [0.21, 0.04, 0.56], [-0.21, 0.14, -0.56], [0.08, -0.44, -0.41], [0.19, 0.24, -0.05], [0.01, -0.01, -0.07], [0.07, -0.06, -0.21], [-0.97, -1.45, 0.61], [1.22, 0.08, 0.51], [-0.28, 0.04, -0.23], [-0.36, 0.16, -0.77], [0.21, 0.47, -0.01], [0.09, 0.58, -0.19], [0.10, 0.15, -0.07]]
}



9.
{
  "formula": "C2H6Cl3N3",
  "method": "ωB97M-V with the def2-TZVPD basis set",
  "de_lowest_kj_mol": 0.00,
  "total_energy_ev": -44203.3971,
  "max_force_ev_per_a": 1.6,
  "charge": 0,
  "gap_ev": [8.333, 8.335],
  "symbols": ["C", "C", "N", "N", "N", "Cl", "Cl", "Cl", "H", "H", "H", "H", "H", "H"],
  "positions_angstrom": [[0.958, 0.126, 1.169], [1.005, -0.244, -1.268], [0.305, 0.252, -0.111], [-0.821, 0.837, -0.334], [-2.238, -0.312, 0.419], [-1.169, 2.196, 0.668], [-1.504, -1.838, 0.427], [-3.455, -0.197, -0.766], [1.323, -0.895, 1.288], [1.802, 0.820, 1.246], [0.241, 0.342, 1.961], [0.394, -0.057, -2.148], [1.958, 0.284, -1.374], [1.200, -1.315, -1.177]],
  "forces_ev_per_angstrom": [[0.03, 0.15, 0.49], [0.19, -0.13, -0.49], [0.30, 0.03, 0.17], [-1.36, -0.80, 0.01], [0.87, 1.27, 0.20], [0.13, 0.14, 0.24], [0.11, -0.48, -0.21], [-0.25, -0.11, -0.40], [-0.03, 0.04, -0.03], [-0.07, -0.02, -0.01], [0.10, -0.05, -0.05], [0.03, -0.05, 0.06], [0.00, -0.02, -0.01], [-0.05, 0.04, 0.04]]
}



10.
{
  "formula": "C2H6ClCoO2",
  "method": "ωB97M-V with the def2-TZVPD basis set",
  "spin_multiplicity": 4,
  "de_lowest_kj_mol": 0.00,
  "total_energy_ev": -56403.9989,
  "max_force_ev_per_a": 2.9,
  "charge": 1,
  "gap_ev": [9.002, 3.750],
  "symbols": ["Co", "Cl", "C", "C", "O", "O", "H", "H", "H", "H", "H", "H"],
  "positions_angstrom": [[3.082, 7.061, 23.952], [1.655, 5.419, 22.804], [-1.986, 6.167, 23.334], [-3.510, 6.038, 23.283], [-4.062, 6.453, 22.067], [-1.399, 5.173, 22.668], [-1.555, 6.222, 24.334], [-1.601, 7.075, 22.870], [-3.945, 6.731, 24.003], [-3.802, 4.999, 23.436], [-5.019, 6.380, 22.099], [-0.444, 5.275, 22.651]],
  "forces_ev_per_angstrom": [[-0.82, -1.03, -0.73], [0.28, 1.06, 0.73], [-2.29, 0.12, -0.53], [-0.57, 0.38, 0.36], [1.09, 0.24, -1.14], [-1.46, -1.43, -0.85], [0.27, 0.16, 0.71], [0.21, 1.02, -0.22], [0.30, -0.44, 0.89], [0.24, -0.09, 0.63], [-0.12, -0.03, 0.07], [2.88, 0.05, 0.09]]
}